A cluster of 4 separate species, C39H67FN5O8S3 in total at a distorted geometry. Source: the Open Molecules 2025 dataset; level of theory: ωB97M-V/def2-TZVPD.

Last column: Mulliken charge in e.
Atoms and positions in Å:
S1 -9.334 0.101 1.679  0.783
S2 5.188 -1.541 -1.811  -0.075
S3 5.329 1.439 -1.351  -0.149
F1 -1.129 -1.103 0.821  -0.315
O1 -4.782 -2.183 6.557  -0.566
O2 8.843 4.806 -6.148  -0.585
O3 -9.407 1.318 2.570  -0.575
O4 -8.988 0.423 0.237  -0.496
O5 -3.147 -2.936 1.766  -0.608
O6 6.246 5.930 0.107  -0.584
O7 -7.410 -1.091 -2.729  -0.360
O8 -6.969 0.189 -4.637  -0.564
N1 -5.806 -0.171 6.143  0.189
N2 11.050 4.358 -5.703  0.145
N3 3.912 -0.245 0.401  0.516
N4 -2.817 2.390 0.350  0.018
N5 7.770 5.336 -1.503  0.171
C1 7.745 3.935 -1.130  -0.824
C2 3.673 -2.568 -2.128  -0.437
C3 -6.435 -1.861 -1.960  0.029
C4 -5.356 0.654 -2.839  -0.458
C5 1.138 -2.720 -2.749  -0.922
C6 3.435 1.028 1.017  -1.349
C7 -0.313 1.821 -0.128  -0.617
C8 -4.104 -1.855 1.693  -1.042
C9 -3.607 -0.441 1.247  0.980
C10 -6.642 -0.104 -3.445  0.535
C11 -4.182 2.141 0.723  -0.432
C12 -6.179 -5.144 0.282  -0.885
C13 2.439 -1.723 -2.716  0.594
C14 5.386 -3.395 2.028  -0.525
C15 0.834 1.791 1.006  -0.537
C16 2.258 1.758 0.201  -0.213
C17 4.733 -0.024 -0.804  -0.243
C18 -6.162 0.428 1.553  -0.539
C19 10.845 2.923 -5.687  -0.894
C20 8.627 5.756 -2.593  -1.008
C21 -6.811 0.797 6.535  -0.898
C22 -4.656 0.718 1.177  -0.051
C23 -1.758 1.356 0.367  -0.072
C24 -6.673 -1.014 2.004  0.737
C25 -5.607 -1.332 6.835  0.058
C26 4.125 -2.373 1.832  -0.204
C27 -8.204 -1.230 2.393  -0.657
C28 -6.988 -3.330 -1.531  -0.549
C29 -5.938 -3.672 2.546  -0.955
C30 -6.905 -4.497 1.560  -0.419
C31 4.898 -4.944 2.012  -0.970
C32 -5.712 -4.069 -0.834  -0.317
C33 -2.123 -0.095 0.819  0.118
C34 6.987 6.217 -0.816  0.079
C35 -4.985 0.100 4.981  -0.645
C36 -5.606 -2.184 2.074  0.924
C37 9.985 5.176 -5.941  0.066
C38 12.381 4.879 -5.465  -0.938
C39 4.791 -0.949 1.401  -0.987
H1 8.547 6.831 -2.764  0.303
H2 0.733 0.942 1.765  0.389
H3 8.050 3.839 -0.085  0.323
H4 -4.950 -3.324 -0.417  0.017
H5 -6.979 -5.804 -0.243  0.337
H6 -7.520 0.928 5.713  0.295
H7 -4.429 0.035 -3.159  0.271
H8 4.928 -0.293 2.330  0.423
H9 -7.905 -3.280 -0.852  0.223
H10 2.165 -0.825 -2.064  -0.560
H11 6.152 -3.294 1.179  0.274
H12 3.442 -2.703 0.972  0.054
H13 4.640 -5.190 0.918  0.231
H14 0.882 -2.924 -3.847  0.282
H15 3.996 -5.006 2.718  0.279
H16 -4.988 2.964 0.664  0.383
H17 -5.017 -4.321 2.761  0.357
H18 3.912 -3.429 -2.865  0.395
H19 3.322 -3.060 -1.141  0.070
H20 -5.257 1.058 4.535  0.429
H21 -5.524 -2.077 -2.647  0.365
H22 2.661 -1.346 -3.780  0.357
H23 10.251 6.246 -5.931  0.326
H24 2.527 2.833 -0.138  0.391
H25 -8.658 -2.223 2.056  0.364
H26 12.388 5.969 -5.507  0.298
H27 -6.281 -1.441 7.699  0.312
H28 -5.124 -0.697 4.247  -0.066
H29 5.802 -5.562 2.380  0.321
H30 4.260 1.796 1.237  0.349
H31 -7.351 0.464 7.423  0.318
H32 9.663 5.508 -2.346  0.307
H33 0.248 -2.218 -2.206  0.165
H34 -7.321 -5.384 2.182  0.339
H35 11.783 2.404 -5.485  0.383
H36 -6.862 1.346 1.499  0.240
H37 2.126 1.165 -0.789  0.036
H38 -6.122 -1.261 -1.019  -0.151
H39 10.451 2.607 -6.656  0.298
H40 0.807 2.810 1.542  0.242
H41 -5.348 0.648 -1.687  0.013
H42 -10.624 -0.472 1.637  0.211
H43 12.719 4.556 -4.477  0.334
H44 -3.935 0.119 5.286  0.362
H45 8.418 3.356 -1.764  0.355
H46 -2.649 -2.800 2.611  0.323
H47 -0.339 2.903 -0.542  0.308
H48 -8.328 -1.135 3.536  0.311
H49 -6.322 1.751 6.751  0.321
H50 13.058 4.488 -6.229  0.355
H51 -5.341 -5.877 0.582  0.344
H52 -5.204 1.704 -3.260  0.370
H53 7.082 7.253 -1.180  0.258
H54 10.114 2.674 -4.914  0.232
H55 2.993 0.743 2.052  0.580
H56 -6.506 -3.572 3.554  0.287
H57 -7.254 -3.898 -2.496  0.392
H58 3.603 -2.290 2.845  0.323
H59 -0.013 1.155 -1.014  0.303
H60 5.914 -3.099 3.009  0.330
H61 -2.583 3.354 0.034  0.366
H62 -7.820 -3.924 1.184  0.109
H63 5.847 -1.110 0.959  0.441
H64 6.725 3.557 -1.234  0.126
H65 1.326 -3.710 -2.203  0.314
H66 -5.199 -4.651 -1.688  0.459
H67 8.332 5.225 -3.502  0.425

The charge is +1. The calculation puts the electronic energy at -3695.641627 hartree. Its molecular weight is 849.19 Da. Its HOMO energy is -10.060 eV. The value obtained for the frontier orbital gap is 5.028 eV. The calculation puts the maximum force at 5.67 eV Å⁻¹.

=====

An isolated molecule of C14H14O6 at a distorted geometry. Source: the Open Molecules 2025 dataset; level of theory: ωB97M-V/def2-TZVPD.

Last column: Mulliken charge in e.
Atoms and positions in Å:
O1 -1.101 1.463 1.730  -0.368
O2 -1.926 1.320 -2.484  -0.596
O3 -0.232 -1.722 -0.888  -0.499
O4 -1.332 2.752 -0.114  -0.655
O5 1.397 0.498 -2.294  -0.348
O6 2.279 -0.411 -4.203  -0.571
C1 -0.701 0.253 2.233  0.804
C2 -0.993 0.759 -1.906  -0.009
C3 2.392 0.164 -3.125  0.739
C4 -0.471 -0.819 1.397  -0.799
C5 -1.358 -2.115 -3.031  -1.420
C6 -0.136 -1.488 -2.330  0.288
C7 -0.926 0.909 6.154  -1.184
C8 0.077 0.000 -2.662  -0.192
C9 3.761 0.571 -2.663  -1.118
C10 -0.538 -0.670 -0.037  0.735
C11 -1.179 1.641 0.402  -0.033
C12 -0.989 0.521 -0.490  0.933
C13 -0.962 0.994 4.644  -0.035
C14 -0.550 0.034 3.722  -0.740
H1 -0.052 0.215 -3.719  0.681
H2 -0.156 -0.937 4.001  0.272
H3 3.730 1.667 -2.591  0.297
H4 -2.276 -1.735 -2.528  0.324
H5 -1.299 1.941 4.178  0.387
H6 -1.420 -1.842 -4.077  0.380
H7 -0.251 -1.786 1.867  0.343
H8 3.947 0.096 -1.722  0.309
H9 -1.923 0.949 6.542  0.319
H10 4.562 0.277 -3.328  0.325
H11 -0.304 1.713 6.543  0.309
H12 -1.310 -3.187 -2.932  0.382
H13 0.738 -1.996 -2.734  0.408
H14 -0.501 -0.032 6.446  0.333

The calculation puts the electronic energy at -993.283394 hartree. Its molecular weight is 278.26 Da. Its HOMO energy is -8.727 eV. The value obtained for the frontier orbital gap is 8.168 eV. The calculation puts the maximum force at 4.03 eV Å⁻¹. The SMILES is C/C=C/c1cc2c(c(=O)o1)C(=O)[C@@H](OC(C)=O)[C@H](C)O2.

=====

A structure of composition C20H16BCl2MnN3O4 at a distorted geometry. Source: the Open Molecules 2025 dataset; level of theory: ωB97M-V/def2-TZVPD.

Last column: Mulliken charge in e.
Atoms and positions in Å:
Mn1 -0.595 -1.248 -0.888  -0.410
Cl1 -3.035 -4.166 -1.577  -0.111
Cl2 -1.254 -2.218 -2.812  -0.093
O1 -1.152 2.637 -2.806  -0.647
O2 1.981 -1.097 0.185  -0.177
O3 1.898 0.647 -1.261  -0.527
O4 -1.198 0.453 -1.321  -0.612
N1 -1.572 0.666 0.875  -1.254
N2 -0.182 -2.839 0.210  0.304
N3 -1.149 -0.586 0.808  0.959
C1 3.786 -0.207 1.628  -0.953
C2 0.167 -3.506 2.518  -0.981
C3 -2.898 5.191 -0.949  -0.330
C4 -2.962 -2.673 -2.527  -0.226
C5 4.577 1.961 0.877  -0.491
C6 -2.642 3.291 0.485  -0.373
C7 -1.995 2.589 -0.542  0.079
C8 2.931 -0.197 0.544  0.693
C9 -2.255 4.530 -1.972  -0.707
C10 2.893 0.878 -0.359  0.793
C11 -0.861 -1.325 1.875  -0.240
C12 0.396 -3.992 -0.158  -0.226
C13 -0.305 -2.588 1.563  0.764
C14 0.885 -4.919 0.735  -0.801
C15 0.781 -4.663 2.107  -0.307
C16 -3.094 4.575 0.287  -0.781
C17 -1.580 1.218 -0.330  1.367
C18 4.600 0.902 1.784  -0.555
C19 3.732 1.966 -0.223  -0.963
C20 -1.787 3.225 -1.789  0.442
B1 1.316 -0.556 -0.922  0.521
H1 -3.437 -1.870 -1.961  0.194
H2 1.169 -5.370 2.823  0.464
H3 5.261 0.942 2.636  0.400
H4 -2.790 2.786 1.425  0.478
H5 1.343 -5.826 0.375  0.440
H6 -3.439 -2.823 -3.494  0.385
H7 -2.102 4.995 -2.935  0.472
H8 3.798 -1.031 2.321  0.466
H9 5.230 2.805 1.040  0.406
H10 -0.839 1.750 -2.542  0.374
H11 3.702 2.778 -0.930  0.477
H12 0.479 -4.168 -1.224  0.513
H13 -3.253 6.197 -1.101  0.402
H14 -0.993 -0.939 2.876  0.474
H15 0.049 -3.273 3.564  0.489
H16 -3.605 5.095 1.083  0.413

As for the expectation value of S²: 6.10. The charge is +1. The calculation puts the electronic energy at -3333.029719 hartree. Its molecular weight is 499.02 Da. Its HOMO energy (alpha / beta) is -10.991 / -10.953 eV. The value obtained for the frontier orbital gap (alpha / beta) is 6.460 / 6.083 eV. The calculation puts the maximum force at 2.83 eV Å⁻¹. As for the spin multiplicity: 5.

=====

Q: The highest molecular weight belongs to which entry?
A: C39H67FN5O8S3

=====

Q: Number 1 is which compound?
A: C39H67FN5O8S3

=====

Q: electronic energy of number 3 (C20H16BCl2MnN3O4)?
A: -3333.029719 hartree